1.
ORCA calculation (the ωB97M-V functional and the def2-TZVPD basis) on 2 unconnected molecules or ions with the total composition C3H8N2O2S.

ORCA input file:
```
! wB97M-V def2-TZVPD RIJCOSX def2/J DEFGRID3
* xyz 0 3
C 1.341 -0.071 -0.737
C -2.075 -0.621 0.476
C 0.660 0.658 0.144
N -1.214 -1.542 0.471
N -0.515 1.333 -0.176
O 1.039 -0.015 -2.055
O 2.417 -0.802 -0.291
S 1.320 0.779 1.786
H -2.305 -0.084 1.463
H -2.465 -0.157 -0.349
H 2.980 -1.127 -1.043
H -0.936 -1.842 1.397
H 1.199 -0.878 -2.457
H -0.650 2.312 0.189
H -0.719 1.384 -1.104
H -0.077 0.671 2.285
*
```

## Properties
E, eV: -21144.896
ΔE to the lowest compared entry with this formula, charge and spin, kcal per mole: 11.69
Kohn-Sham gap (alpha / beta), eV: 3.75 / 7.20
E_HOMO (alpha / beta), eV: -3.57 / -8.98
⟨S²⟩: 2.008

Results of the Löwdin charge analysis, in e, for atoms 1 through 2: C -0.4801; C -0.1927



2.
ORCA calculation (the ωB97M-V functional and the def2-TZVPD basis) on 2 unconnected molecules or ions with the total composition C3H8N2O3S.

ORCA input file:
```
! wB97M-V def2-TZVPD RIJCOSX def2/J DEFGRID3
* xyz 0 1
C -0.511 -0.320 -0.140
C -0.104 2.000 0.547
C 1.640 0.446 0.227
N -1.075 -3.065 -0.652
N 0.271 0.598 0.157
O -3.066 0.794 0.346
O 0.846 -1.668 -1.695
O 0.836 -2.207 0.723
S 0.130 -2.190 -0.528
H 0.774 2.564 0.254
H -0.961 2.466 0.128
H -0.262 2.067 1.720
H 2.302 1.084 -0.420
H 1.997 0.746 1.218
H 2.009 -0.641 0.054
H -1.207 -2.999 -1.680
H -3.620 0.323 -0.259
*
```

## Properties
E, eV: -23190.707
ΔE to the lowest compared entry with this formula, charge and spin, kcal per mole: 193.57
Kohn-Sham gap (alpha / beta), eV: 9.07 / 7.26
E_HOMO (alpha / beta), eV: -10.52 / -9.26

Results of the Löwdin charge analysis, in e, for atoms 1 through 2: C 0.1106; C -0.0017



3.
ORCA calculation (the ωB97M-V functional and the def2-TZVPD basis) on C3H8N2OS in the gas phase.

ORCA input file:
```
! wB97M-V def2-TZVPD RIJCOSX def2/J DEFGRID3
* xyz 0 1
C 1.971 -0.275 0.563
C 1.026 -0.645 -0.593
C -0.449 -0.090 -0.373
N -1.260 -1.018 -0.481
S -2.873 -0.730 0.186
N -0.550 1.239 0.165
O -1.777 1.946 -0.286
H 2.890 -1.162 0.502
H 2.371 0.951 0.295
H 1.409 -0.423 1.720
H 1.470 -0.143 -1.528
H 0.761 -1.746 -0.748
H -2.869 -2.081 0.397
H 0.061 1.850 -0.324
H -2.182 2.327 0.505
*
```

## Properties
Structure (SMILES): CC/C(=N/S)NO
E, eV: -19099.054
ΔE to the lowest compared entry with this formula, charge and spin, kcal per mole: 125.63
Kohn-Sham gap, eV: 9.42
E_HOMO, eV: -8.68

Results of the Löwdin charge analysis, in e, for atoms 1 through 2: C -0.1861; C -0.2642



4.
ORCA calculation (the ωB97M-V functional and the def2-TZVPD basis) on C3H8N2OS in the gas phase.

ORCA input file:
```
! wB97M-V def2-TZVPD RIJCOSX def2/J DEFGRID3
* xyz 0 1
C 3.182 -0.410 -0.032
S 1.636 0.616 -0.123
N 0.614 -0.820 0.221
C -0.705 -0.915 0.158
N -1.671 0.007 -0.210
C -3.128 -0.387 -0.173
O -1.510 1.236 0.357
H 3.242 -0.667 1.143
H 4.035 0.296 -0.328
H 3.397 -1.474 -0.680
H -1.124 -1.942 0.047
H -3.259 -1.442 -0.515
H -3.615 -0.530 0.863
H -3.771 0.169 -0.743
H -1.690 1.813 -0.473
*
```

## Properties
Structure (SMILES): CS/N=C\N(C)O
E, eV: -19099.371
ΔE to the lowest compared entry with this formula, charge and spin, kcal per mole: 118.32
Kohn-Sham gap, eV: 8.54
E_HOMO, eV: -7.91

Results of the Löwdin charge analysis, in e, for atoms 1 through 2: C -0.4867; S 0.7041



5.
ORCA calculation (the ωB97M-V functional and the def2-TZVPD basis) on C3H8N2OS in the gas phase.

ORCA input file:
```
! wB97M-V def2-TZVPD RIJCOSX def2/J DEFGRID3
* xyz 0 1
C 0.085 -1.005 -1.969
O -0.788 -0.550 -1.019
C -0.342 0.107 -0.020
N 0.230 -0.534 0.951
N 0.225 -1.949 0.520
S -0.888 1.855 0.112
C -0.079 2.356 1.606
H 0.601 -0.059 -2.567
H -0.546 -1.414 -2.850
H 0.887 -1.594 -1.613
H 0.946 -2.641 1.256
H -0.652 -2.203 0.176
H -0.107 3.479 1.472
H 0.985 2.097 1.460
H -0.557 2.055 2.486
*
```

## Properties
Structure (SMILES): CO/C(=N\N)SC
E, eV: -19099.733
ΔE to the lowest compared entry with this formula, charge and spin, kcal per mole: 109.97
Kohn-Sham gap, eV: 8.99
E_HOMO, eV: -8.09

Results of the Löwdin charge analysis, in e, for atoms 1 through 2: C -0.1212; O -0.1781



6.
ORCA calculation (the ωB97M-V functional and the def2-TZVPD basis) on a molecular structure, C3H8N2OS.

ORCA input file:
```
! wB97M-V def2-TZVPD RIJCOSX def2/J DEFGRID3
* xyz 0 1
C 3.253 0.014 0.093
C -0.578 0.972 -0.149
C -2.841 -0.126 -0.110
H 3.584 0.658 -0.763
H 3.981 -0.822 0.172
H 3.057 0.434 1.101
H -0.893 1.990 -0.045
H -3.051 0.778 0.481
H -3.144 -0.166 -1.146
H -3.211 -0.973 0.554
H 0.070 -1.380 0.615
N 0.628 0.795 -0.435
N -1.417 -0.117 0.170
O -0.914 -1.399 -0.292
S 1.474 -0.659 -0.245
*
```

## Properties
E, eV: -19098.603
ΔE to the lowest compared entry with this formula, charge and spin, kcal per mole: 136.04
Kohn-Sham gap, eV: 8.93
E_HOMO, eV: -7.98

Results of the Löwdin charge analysis, in e, for atoms 1 through 2: C -0.3013; C -0.2739